# 1
The following is a DFT calculation (ωB97M-V/def2-TZVPD) of a molecular structure, C22H34FO24PS2.

Structure (XYZ):
```
84
Properties=species:S:1:pos:R:3
S 2.94 1.01 -4.08
S 1.92 -2.17 -5.15
P -0.18 1.23 -4.77
F 2.60 2.43 -4.65
O 1.13 4.88 -3.51
O 3.20 1.18 -2.70
O 2.38 6.17 -2.15
O -0.57 0.33 -0.68
O 1.38 1.44 -0.67
O -2.60 -0.75 5.92
O -1.97 -4.68 -0.39
O 0.76 0.34 1.14
O -0.02 2.46 -3.83
O -3.99 0.25 4.46
O -2.70 1.47 5.85
O 3.19 -2.52 -5.64
O 0.77 -2.95 -5.43
O -0.52 -3.33 3.64
O -1.35 0.38 -4.65
O 3.88 0.46 -4.98
O 0.15 1.85 -6.20
O -1.66 -3.74 -2.41
O -2.70 -5.70 -2.27
O 1.25 -2.46 4.74
O 2.00 -1.88 -3.60
O -0.30 -1.13 3.82
O 0.34 5.57 -1.52
O 1.55 -0.63 -5.57
C -1.75 -4.23 -3.75
C -2.10 -4.71 -1.57
C 0.97 -0.90 -3.36
C 0.95 6.15 -0.37
C -2.30 -3.54 1.98
C -2.86 -5.27 -3.64
C 2.13 0.73 1.39
C -3.18 0.32 5.33
C -1.31 -1.17 7.94
C 3.33 7.07 -0.11
C 2.32 1.12 2.83
C -1.36 -1.34 2.87
C 2.10 6.94 -0.97
C -2.75 -6.44 -4.58
C 0.24 -2.33 4.12
C 1.31 0.16 -4.41
C -1.78 -2.77 3.16
C 1.27 5.48 -2.49
C -1.93 1.14 7.01
C 2.30 1.84 0.36
C -1.49 -0.29 6.73
C 0.42 0.68 -0.12
H 1.50 1.77 3.15
H -3.84 -4.79 -3.71
H -1.97 -3.41 -4.42
H 0.18 3.34 -4.20
H 4.04 7.78 -0.53
H 1.98 2.80 0.75
H -2.60 -6.07 -5.60
H -0.95 -1.23 1.86
H 1.32 5.34 0.27
H -1.11 1.85 7.11
H -1.51 -3.75 1.27
H -2.58 1.19 7.89
H -2.73 -4.50 2.29
H 0.22 6.74 0.17
H 0.85 -0.62 -2.31
H 1.74 7.92 -1.31
H -0.66 -0.67 8.66
H -3.65 -7.05 -4.56
H -0.80 -4.69 -4.03
H 3.26 1.65 2.94
H -2.47 -2.79 4.01
H -2.14 -0.61 3.03
H 2.33 0.24 3.47
H -1.90 -7.06 -4.30
H 0.01 1.21 -6.92
H -0.61 -0.30 6.09
H 3.29 1.91 -0.07
H -0.84 -2.11 7.67
H -2.27 -1.37 8.40
H 3.05 7.42 0.89
H 0.01 -1.33 -3.64
H 3.82 6.10 -0.02
H 2.75 -0.13 1.12
H -3.08 -2.96 1.48
```

Properties
DFT total energy	-106185.3228	eV
gap between HOMO and LUMO	10.8	eV
E_LUMO	0.19	eV
HOMO	-10.6	eV

# 2
The following is a DFT calculation (ωB97M-V/def2-TZVPD) of 2 unconnected molecules or ions with the total composition C3H13N2O at a distorted geometry.

Structure (XYZ):
```
19
Properties=species:S:1:pos:R:3
O 1.89 2.10 -2.05
N 0.52 -0.32 1.00
N -2.28 -0.22 1.02
C -1.61 -0.32 -0.26
C -0.22 0.27 -0.16
C 1.53 -1.32 0.68
H -1.55 -1.35 -0.57
H 1.08 -2.19 0.23
H -2.84 -1.04 1.23
H 0.94 0.50 1.61
H 0.38 0.09 -1.05
H 2.20 -0.88 -0.03
H -0.21 -0.62 1.66
H -2.17 0.18 -1.03
H -0.22 1.35 0.00
H 1.26 1.74 -2.70
H 2.03 -1.57 1.61
H -2.85 0.60 1.11
H 2.14 2.99 -2.30
```

Properties
DFT total energy	-8345.9257	eV
gap between HOMO and LUMO (spin up / spin down)	3.5 / 10.5	eV
2S+1	2
E_LUMO (spin up / spin down)	0.66 / 0.49	eV
HOMO (spin up / spin down)	-2.8 / -10.0	eV
ΔE to the lowest compared entry with this formula, charge and spin	0.612	eV

# 3
The following is a DFT calculation (ωB97M-V/def2-TZVPD) of a molecular structure, C8H12 at a distorted geometry.

Structure (XYZ):
```
20
Properties=species:S:1:pos:R:3
C -0.34 0.60 -0.29
C 0.57 -0.42 -0.31
C 0.01 -1.79 -0.53
C 2.49 -0.08 0.95
C -1.99 0.52 -0.04
C 0.25 2.02 -0.29
C -2.54 -0.57 0.52
C 2.01 -0.28 -0.41
H 2.44 -0.62 -1.35
H -3.59 -0.22 1.02
H -2.11 -1.54 0.85
H -1.05 2.49 -0.58
H 3.72 0.27 1.12
H 0.43 -2.56 -1.40
H -2.68 1.56 -0.05
H 1.02 2.38 -1.61
H -1.00 -1.99 -0.92
H 0.64 2.57 0.65
H -0.14 -2.26 0.63
H 1.87 -0.09 2.05
```

Properties
DFT total energy	-8480.7317	eV
gap between HOMO and LUMO	9.1	eV
E_LUMO	0.55	eV
HOMO	-8.5	eV
ΔE to the lowest compared entry with this formula, charge and spin	8.851	eV

# 4
The following is a DFT calculation (ωB97M-V/def2-TZVPD) of a molecular structure, C5H7N at a distorted geometry.

Structure (XYZ):
```
13
Properties=species:S:1:pos:R:3
N 0.24 0.13 -0.67
C -0.48 -0.72 0.27
C 0.01 -1.35 1.33
C -0.98 0.71 -1.11
C -1.82 -0.08 -0.42
C 1.44 0.80 -0.13
H 1.88 1.32 -1.03
H -2.70 -0.56 -0.32
H 1.11 1.34 0.75
H -0.67 -1.85 1.91
H 1.01 -1.08 1.36
H 2.06 0.00 0.14
H -1.09 1.35 -2.05
```

Properties
DFT total energy	-6784.5036	eV
gap between HOMO and LUMO	9.4	eV
E_LUMO	1.07	eV
HOMO	-8.3	eV
ΔE to the lowest compared entry with this formula, charge and spin	4.009	eV

# 5
The following is a DFT calculation (ωB97M-V/def2-TZVPD) of 2 unconnected molecules or ions with the total composition C3HBrF3NO at a distorted geometry.

Structure (XYZ):
```
10
Properties=species:S:1:pos:R:3
Br 1.02 2.50 -0.20
F 4.02 0.53 0.99
F 4.47 0.07 -1.11
F 5.01 -1.20 0.54
O 2.37 -2.17 0.15
N -0.56 -0.06 -0.42
C 0.37 0.72 -0.44
C 2.70 -1.06 -0.11
C 4.08 -0.45 0.10
H -1.58 -0.09 -0.66
```

Properties
DFT total energy	-84855.1683	eV
gap between HOMO and LUMO (spin up / spin down)	8.6 / 7.2	eV
E_LUMO (spin up / spin down)	-0.55 / -0.74	eV
HOMO (spin up / spin down)	-9.2 / -7.9	eV
ΔE to the lowest compared entry with this formula, charge and spin	0.145	eV